The following is a quantum chemistry calculation of 13 unconnected molecules or ions with the total composition C82H170N6O20S7 in a non-equilibrium geometry, from OMol25.

CARTESIAN COORDINATES (ANGSTROEM)
1 C 5.523 6.210 -3.794
2 C 6.513 5.128 -4.115
3 C 6.504 4.147 -2.940
4 S 6.373 5.120 -1.345
5 O 7.729 5.591 -0.904
6 O 5.352 4.515 -0.489
7 C 5.593 6.649 -2.270
8 H 4.487 5.872 -3.754
9 H 5.578 7.032 -4.508
10 H 7.488 5.613 -4.175
11 H 6.339 4.665 -5.087
12 H 7.271 3.374 -2.961
13 H 5.621 3.507 -2.926
14 H 6.268 7.505 -2.263
15 H 4.685 7.025 -1.799
16 C -0.615 7.062 3.739
17 C 0.448 6.674 2.746
18 C 1.129 5.372 3.245
19 S 0.725 5.138 5.034
20 O 1.851 5.013 5.927
21 O -0.354 4.188 5.113
22 C -0.059 6.826 5.181
23 H -1.506 6.443 3.636
24 H -0.980 8.069 3.540
25 H 1.151 7.506 2.720
26 H 0.087 6.557 1.725
27 H 2.167 5.610 3.474
28 H 1.130 4.445 2.672
29 H 0.811 7.433 5.433
30 H -0.816 6.840 5.965
31 C -4.362 -5.630 0.046
32 C -5.087 -6.993 -0.094
33 C -6.539 -6.886 0.318
34 S -6.747 -5.292 1.172
35 O -7.329 -5.460 2.548
36 O -7.407 -4.379 0.218
37 C -4.923 -4.830 1.296
38 H -4.640 -5.112 -0.872
39 H -3.280 -5.700 0.165
40 H -4.487 -7.598 0.586
41 H -4.979 -7.508 -1.048
42 H -6.814 -7.636 1.060
43 H -7.253 -6.960 -0.502
44 H -4.695 -5.230 2.284
45 H -4.770 -3.754 1.217
46 C -3.574 -1.766 7.453
47 C -2.709 -0.855 6.512
48 C -3.677 0.110 5.807
49 S -5.250 -0.909 5.614
50 O -5.518 -1.350 4.240
51 O -6.337 -0.257 6.287
52 C -4.713 -2.328 6.678
53 H -3.944 -1.242 8.334
54 H -2.963 -2.571 7.862
55 H -2.111 -1.421 5.798
56 H -1.940 -0.339 7.087
57 H -3.554 0.554 4.819
58 H -3.897 0.989 6.414
59 H -4.368 -2.954 5.855
60 H -5.596 -2.745 7.162
61 C 7.028 -1.155 6.907
62 C 6.405 -0.547 8.178
63 C 4.965 -0.180 7.904
64 S 4.492 -0.998 6.319
65 O 4.690 -0.026 5.172
66 O 3.225 -1.715 6.478
67 C 5.945 -2.066 6.322
68 H 7.856 -1.852 7.032
69 H 7.434 -0.416 6.216
70 H 7.012 0.288 8.526
71 H 6.428 -1.280 8.985
72 H 4.688 0.862 7.740
73 H 4.267 -0.531 8.664
74 H 6.127 -2.410 5.304
75 H 5.681 -2.932 6.930
76 C 0.863 -0.651 1.027
77 C 1.855 0.510 0.699
78 C 1.109 1.450 -0.188
79 S -0.730 1.328 0.097
80 O -1.263 0.799 -1.172
81 O -1.223 2.561 0.700
82 C -0.513 -0.058 1.419
83 H 1.256 -1.263 1.839
84 H 0.830 -1.185 0.078
85 H 2.762 0.093 0.262
86 H 2.126 1.168 1.525
87 H 1.143 1.103 -1.220
88 H 1.442 2.487 -0.160
89 H -1.399 -0.693 1.407
90 H -0.410 0.507 2.345
91 C -3.869 6.812 -1.355
92 C -3.751 8.396 -1.216
93 C -2.361 8.793 -1.438
94 S -1.794 7.516 -2.759
95 O -0.556 6.880 -2.314
96 O -1.756 8.156 -4.089
97 C -3.157 6.429 -2.597
98 H -4.877 6.497 -1.624
99 H -3.452 6.228 -0.534
100 H -3.914 8.651 -0.169
101 H -4.408 8.984 -1.857
102 H -1.624 8.812 -0.635
103 H -2.121 9.761 -1.877
104 H -2.882 5.385 -2.747
105 H -3.823 6.668 -3.426
106 C 3.657 -5.607 -1.917
107 C 2.870 -6.517 -2.869
108 C 1.515 -5.770 -3.031
109 C 1.492 -4.567 -3.982
110 C 2.092 -4.873 -5.332
111 C 3.490 -5.760 -5.292
112 N 3.531 -6.734 -4.178
113 O 4.641 -7.549 -4.153
114 C 3.532 -6.572 -6.713
115 C 4.520 -4.665 -5.136
116 C 2.745 -7.915 -2.128
117 H 3.254 -5.751 -0.914
118 H 3.621 -4.563 -2.231
119 H 4.703 -5.901 -2.009
120 H 0.624 -6.379 -3.178
121 H 1.166 -5.308 -2.108
122 H 2.145 -3.816 -3.537
123 H 0.483 -4.167 -4.079
124 H 2.267 -3.906 -5.803
125 H 1.369 -5.335 -6.005
126 H 2.789 -7.361 -6.834
127 H 3.396 -5.967 -7.610
128 H 4.463 -7.133 -6.790
129 H 5.537 -4.991 -4.920
130 H 4.679 -4.008 -5.992
131 H 4.262 -3.939 -4.365
132 H 3.245 -8.772 -2.580
133 H 1.699 -8.195 -2.009
134 H 3.114 -7.966 -1.104
135 H 4.294 -8.330 -4.590
136 C -7.570 -1.565 -6.353
137 C -6.743 -1.567 -4.998
138 C -5.403 -0.821 -5.413
139 C -5.557 0.675 -5.392
140 C -6.148 1.106 -4.048
141 C -7.428 0.466 -3.533
142 N -7.491 -0.981 -3.903
143 O -8.633 -1.672 -3.539
144 C -7.457 0.502 -1.968
145 C -8.657 1.220 -4.109
146 C -6.218 -2.966 -4.581
147 H -7.364 -2.359 -7.070
148 H -7.651 -0.569 -6.789
149 H -8.534 -1.985 -6.068
150 H -4.594 -1.001 -4.706
151 H -5.115 -0.969 -6.454
152 H -6.215 1.104 -6.147
153 H -4.606 1.205 -5.450
154 H -6.390 2.150 -4.242
155 H -5.421 1.260 -3.252
156 H -7.032 -0.370 -1.471
157 H -7.132 1.505 -1.692
158 H -8.433 0.380 -1.499
159 H -8.643 0.951 -5.165
160 H -9.502 0.774 -3.584
161 H -8.676 2.308 -4.166
162 H -7.045 -3.598 -4.258
163 H -5.459 -3.011 -3.800
164 H -5.797 -3.572 -5.383
165 H -8.345 -2.082 -2.721
166 C -0.833 -6.658 5.676
167 C 0.294 -7.506 5.076
168 C 1.319 -6.356 4.775
169 C 2.674 -6.890 4.396
170 C 3.273 -7.735 5.559
171 C 2.313 -8.856 5.989
172 N 0.893 -8.368 6.049
173 O 0.007 -9.166 6.671
174 C 2.365 -10.033 4.986
175 C 2.704 -9.468 7.373
176 C -0.255 -8.208 3.820
177 H -1.698 -7.311 5.787
178 H -1.050 -5.752 5.111
179 H -0.485 -6.302 6.646
180 H 0.928 -5.795 3.926
181 H 1.349 -5.641 5.598
182 H 3.253 -5.988 4.194
183 H 2.458 -7.387 3.450
184 H 3.612 -7.147 6.412
185 H 4.189 -8.259 5.287
186 H 1.641 -10.765 5.343
187 H 1.960 -9.676 4.040
188 H 3.367 -10.456 4.923
189 H 2.083 -10.256 7.800
190 H 3.731 -9.830 7.334
191 H 2.805 -8.677 8.116
192 H -0.859 -9.095 4.008
193 H 0.434 -8.587 3.065
194 H -0.863 -7.452 3.324
195 H 0.298 -9.091 7.583
196 C -6.381 7.077 3.846
197 C -6.742 5.924 4.883
198 C -5.686 5.783 5.982
199 C -5.745 6.875 6.980
200 C -7.104 6.922 7.774
201 C -8.310 7.007 6.793
202 N -8.064 6.050 5.634
203 O -9.147 6.078 4.752
204 C -9.535 6.422 7.577
205 C -8.496 8.474 6.461
206 C -6.581 4.538 4.125
207 H -6.486 8.067 4.291
208 H -7.018 7.011 2.963
209 H -5.343 6.958 3.536
210 H -5.814 4.877 6.574
211 H -4.681 5.733 5.565
212 H -5.602 7.806 6.432
213 H -4.907 6.805 7.673
214 H -6.911 7.782 8.415
215 H -7.146 6.017 8.381
216 H -10.462 6.606 7.034
217 H -9.514 5.334 7.630
218 H -9.696 6.815 8.580
219 H -7.676 8.875 5.865
220 H -9.339 8.779 5.842
221 H -8.688 9.007 7.392
222 H -6.671 3.652 4.754
223 H -5.648 4.552 3.561
224 H -7.422 4.494 3.433
225 H -9.190 5.217 4.330
226 C -1.752 5.000 -8.923
227 C -0.472 4.211 -8.894
228 C 0.461 5.082 -8.022
229 C 1.771 4.403 -7.899
230 C 1.585 3.058 -7.175
231 C 0.445 2.119 -7.774
232 N -0.680 2.896 -8.333
233 O -1.634 2.196 -8.982
234 C 1.071 1.161 -8.809
235 C 0.045 1.330 -6.539
236 C 0.069 4.123 -10.338
237 H -2.177 5.026 -7.920
238 H -2.513 4.536 -9.551
239 H -1.641 5.987 -9.372
240 H 0.664 6.077 -8.418
241 H 0.003 5.223 -7.043
242 H 2.358 5.072 -7.269
243 H 2.325 4.320 -8.833
244 H 1.454 3.141 -6.096
245 H 2.505 2.483 -7.281
246 H 2.040 0.797 -8.468
247 H 0.375 0.332 -8.944
248 H 1.108 1.606 -9.804
249 H -0.390 1.951 -5.756
250 H -0.774 0.639 -6.743
251 H 0.845 0.752 -6.077
252 H 1.012 3.578 -10.361
253 H 0.165 5.130 -10.744
254 H -0.565 3.581 -11.040
255 H -1.182 2.024 -9.811
256 C 9.466 -0.473 -4.169
257 C 9.743 -1.079 -2.771
258 C 11.095 -0.411 -2.281
259 C 11.386 -0.585 -0.800
260 C 10.252 -0.331 0.179
261 C 8.914 -1.043 -0.289
262 N 8.732 -0.800 -1.751
263 O 7.406 -0.971 -2.198
264 C 9.036 -2.554 0.072
265 C 7.773 -0.494 0.649
266 C 9.919 -2.672 -2.891
267 H 9.541 0.607 -4.038
268 H 8.544 -0.702 -4.703
269 H 10.280 -0.804 -4.813
270 H 11.920 -0.874 -2.823
271 H 11.274 0.605 -2.635
272 H 12.202 0.083 -0.522
273 H 11.741 -1.613 -0.723
274 H 10.202 0.755 0.103
275 H 10.545 -0.564 1.203
276 H 10.019 -3.017 -0.024
277 H 8.750 -2.767 1.102
278 H 8.309 -3.174 -0.452
279 H 6.915 -1.147 0.810
280 H 8.034 -0.363 1.700
281 H 7.512 0.486 0.249
282 H 10.582 -3.026 -2.102
283 H 10.353 -2.994 -3.837
284 H 9.006 -3.261 -2.811
285 H 7.415 -1.927 -2.280

Forces on the atoms, in the same order (eV/Å):
C -2.1 0.4 1.7
C 0.6 0.1 1.0
C -0.3 -0.7 0.3
S 0.9 2.5 -1.5
O -2.9 -1.6 -0.5
O 1.5 0.4 -0.5
C 1.9 -0.3 -0.8
H -0.1 -0.6 -1.1
H 0.1 0.2 0.3
H 0.3 -0.2 0.0
H -0.2 -0.2 0.2
H 0.6 0.6 0.4
H -0.5 0.4 0.0
H 0.6 -0.4 0.7
H -0.2 -0.7 -0.2
C -0.8 -0.1 1.1
C 0.3 -0.7 -0.1
C 1.8 0.9 1.5
S -2.3 1.0 -0.5
O 0.1 0.1 -0.7
O -0.1 -0.5 0.2
C 0.7 -0.6 -1.2
H 0.0 -0.3 0.0
H 0.3 0.2 0.3
H 0.4 -0.2 0.0
H -0.2 -0.1 0.1
H 0.5 -0.1 -0.8
H -0.6 0.2 0.1
H -0.2 0.5 0.0
H 0.2 -0.2 0.0
C -1.0 0.8 0.2
C 1.5 -0.3 1.0
C -0.2 -0.2 0.8
S -1.2 1.7 1.4
O 1.4 0.1 -3.2
O 0.8 -1.1 1.1
C -1.5 -1.7 -1.4
H 0.5 0.7 0.2
H -0.1 -0.2 -0.4
H -0.6 -0.6 0.3
H 0.1 0.6 -0.2
H 0.0 0.0 0.0
H 0.1 0.4 0.1
H 0.5 0.0 -0.2
H -0.3 -0.2 0.1
C 1.0 -0.1 0.4
C -0.1 0.2 0.0
C -1.2 -0.4 -0.1
S -0.5 -0.4 -0.3
O 1.1 0.4 1.3
O -0.2 0.6 0.4
C -0.3 0.8 -2.3
H 0.0 0.4 -0.1
H 0.2 0.0 -0.1
H -0.4 -0.4 -0.1
H -0.3 0.3 0.1
H 0.8 -0.6 -0.2
H -0.4 -0.3 0.4
H 0.1 -0.7 0.4
H 0.2 0.2 0.1
C 0.0 -1.2 -0.2
C 1.0 0.0 0.2
C -1.3 0.1 -0.7
S 0.0 1.6 -1.8
O -0.6 -2.3 2.9
O 1.3 0.7 -0.3
C -0.7 0.5 -0.8
H 0.3 0.3 0.8
H -0.6 0.1 -0.2
H -0.2 0.1 0.0
H 0.0 -0.1 -0.1
H 0.5 0.1 0.0
H 0.1 -0.3 -0.1
H 0.0 0.2 0.0
H 0.2 0.1 0.3
C 0.1 0.8 0.1
C -0.8 0.2 1.1
C -0.9 0.2 -1.8
S 1.4 -0.8 0.0
O 0.1 0.6 1.9
O 0.0 -1.0 -0.5
C 0.5 1.3 -1.5
H -0.1 -0.2 -0.2
H -0.4 -0.5 0.2
H -0.1 0.2 -0.1
H 0.2 -0.8 0.7
H 0.1 0.2 -0.2
H -0.2 0.0 0.2
H 0.3 0.0 -0.1
H -0.2 -0.1 0.1
C -0.6 0.7 -0.1
C -0.8 -0.9 1.8
C 2.8 -0.4 -2.3
S 2.7 1.9 -0.8
O -1.0 0.2 -0.1
O -0.5 -0.8 1.7
C -0.3 -0.1 -1.7
H -0.3 0.2 1.1
H -0.3 0.5 0.4
H -0.8 0.0 0.0
H -0.3 -0.5 0.0
H -0.3 -1.0 0.4
H -0.7 0.0 -0.5
H 0.4 0.1 0.4
H 0.2 0.1 -0.3
C 0.8 -0.2 -0.6
C 0.2 -0.2 0.7
C -1.3 0.1 0.0
C 1.1 -0.8 0.1
C 0.5 -1.3 -0.4
C -2.0 0.5 -1.4
N -3.0 1.2 -0.5
O 0.7 0.1 -0.1
C 0.5 0.3 1.4
C 1.6 0.7 -0.3
C -0.7 0.0 -0.1
H 0.3 0.3 0.0
H -0.2 0.1 0.2
H 0.2 -0.1 0.6
H 0.3 -0.8 -0.8
H 0.8 -0.2 0.8
H -0.3 0.4 0.1
H 0.1 0.0 0.1
H 0.6 -0.1 -0.2
H -0.1 -0.5 0.2
H -0.5 0.2 0.7
H 0.3 0.5 0.3
H 0.3 0.4 -0.1
H 0.0 -0.5 0.2
H -0.4 -0.3 -0.6
H -0.2 -0.3 0.4
H 0.0 0.4 -0.5
H -0.2 0.0 -0.3
H 0.3 0.7 0.0
H 0.4 -0.4 0.0
C -0.9 -1.6 1.6
C 1.8 -0.4 -2.3
C -0.7 1.4 0.5
C -0.7 0.6 1.5
C 0.3 1.6 0.0
C -0.9 -1.0 0.8
N 2.5 1.6 -0.3
O -0.3 0.1 0.0
C -0.9 0.2 -0.4
C 0.3 -1.1 -0.5
C -1.1 -1.0 -0.3
H 1.2 0.4 -0.3
H 0.0 -0.2 0.0
H -0.7 0.8 0.2
H 0.1 -0.6 -0.1
H 0.0 -1.3 0.2
H 0.0 -0.4 -0.4
H 0.1 -0.2 -0.4
H -0.4 0.3 0.2
H 0.4 -0.9 0.0
H 1.4 0.4 -0.3
H 0.5 -0.3 0.6
H -0.7 0.5 -0.7
H -0.5 -0.3 -0.1
H -0.4 0.4 -0.5
H 0.3 0.0 0.9
H -0.2 0.0 0.3
H -0.1 0.7 0.2
H 0.1 0.5 -0.5
H -0.3 -0.4 0.3
C -0.3 -1.0 0.8
C 0.7 1.6 -0.5
C -0.5 -1.0 -0.5
C 0.0 0.6 0.9
C -0.3 -0.5 -0.6
C -1.3 -1.4 0.1
N 2.9 2.7 -0.1
O -1.1 -2.0 0.9
C -0.6 0.6 0.3
C 0.7 1.3 0.0
C -0.1 0.3 -0.6
H -0.4 0.4 0.2
H -0.1 -0.3 -0.4
H -0.2 -0.2 0.2
H -0.1 0.0 -0.1
H 0.1 -0.3 0.3
H 0.6 -0.3 -0.2
H 0.8 -0.6 0.1
H -0.6 0.5 0.0
H 0.1 0.0 -0.5
H 0.2 -0.3 0.0
H 0.5 -0.2 -0.2
H -0.1 -0.1 -0.2
H -0.1 0.0 -0.5
H 0.0 -0.4 -0.4
H -0.4 0.3 0.2
H -0.3 0.2 0.6
H 0.6 0.4 0.2
H -0.3 -0.2 -0.3
H -0.6 -0.1 0.4
C -0.5 -0.8 1.0
C 0.5 -0.4 0.5
C 0.2 0.0 0.4
C -0.6 1.0 0.6
C 2.1 -0.5 -1.6
C 0.0 -1.2 0.7
N 1.8 -0.7 0.4
O -0.7 1.0 -0.6
C -0.5 0.1 -1.0
C -0.7 0.6 -0.8
C -1.7 1.4 0.0
H -0.1 -0.1 0.0
H -0.1 0.0 0.1
H 0.0 -0.1 0.0
H -0.3 -0.5 -0.5
H 0.0 0.0 -0.3
H -0.1 0.4 0.2
H 0.0 0.0 0.2
H -1.1 0.1 0.2
H -0.2 0.0 0.0
H 0.0 0.3 -0.1
H 0.5 0.0 0.1
H 0.5 0.2 0.0
H 0.5 0.1 0.6
H -0.5 -0.8 -0.1
H 0.5 0.2 0.0
H 0.2 0.2 0.3
H -0.1 -0.1 0.1
H 0.2 -0.3 -0.5
H 0.0 -0.3 0.3
C -1.6 -0.5 -0.4
C 0.2 1.3 -1.0
C -0.1 -0.7 -0.6
C 0.8 -0.3 1.7
C 0.1 -0.2 -1.4
C 1.3 0.7 0.5
N 1.4 1.7 3.6
O -0.4 -1.1 -0.9
C -1.0 0.0 -0.1
C -1.6 -0.7 0.3
C 0.3 0.0 0.0
H 0.0 0.4 0.0
H 0.0 -0.3 0.0
H 0.4 0.1 0.4
H -0.6 0.0 -0.5
H 0.0 -0.1 0.1
H 0.5 -0.2 0.1
H -0.2 -0.2 -0.1
H -0.3 0.5 -0.1
H 0.1 -0.1 0.1
H -0.1 0.0 -0.2
H 0.2 -0.4 0.1
H 0.6 0.2 0.1
H 0.3 0.4 -0.1
H 0.0 -0.3 -0.3
H 0.3 0.1 -0.3
H 0.2 0.4 -0.1
H 0.3 -0.1 -0.1
H -0.5 0.0 0.2
H -0.5 -0.7 -0.9
C 0.1 0.2 0.7
C 0.6 -1.3 0.3
C -0.3 -0.6 -0.5
C 0.5 -0.9 0.1
C -0.5 0.3 -1.8
C 1.0 -0.7 1.6
N 0.0 2.7 1.0
O 0.9 -0.7 0.3
C -0.3 -0.4 0.3
C 0.1 0.4 -1.0
C 0.5 0.7 -0.1
H -0.2 0.1 -0.3
H -0.2 -0.3 0.5
H 0.1 0.1 0.0
H 0.0 -0.6 -0.1
H -1.1 0.4 0.3
H 0.3 -0.2 0.0
H 0.2 -0.1 0.4
H -1.0 0.2 0.4
H -0.2 -0.3 -0.1
H 0.0 0.2 -0.4
H 0.1 0.5 0.3
H 0.0 0.1 -0.5
H -0.3 0.0 -1.0
H 1.1 0.1 -0.2
H -0.5 0.0 0.2
H 0.0 0.0 0.0
H 0.2 0.3 -0.1
H -0.3 0.3 0.1
H -1.0 -0.6 -0.3

Summary:
Total charge = 0
Strongest force on any atom = 4.20 eV Å⁻¹
Molecular weight = 1784.75 g mol⁻¹
HOMO-LUMO gap = 7.42 eV
Energy = -7846.2903 a.u.
Energy relative to the best compared isomer or geometry (same formula, charge and spin) = 442.6 kJ/mol

The following is a quantum chemistry calculation of 2 unconnected molecules or ions with the total composition C6H7N3O3 in a non-equilibrium geometry, from OMol25.

CARTESIAN COORDINATES (ANGSTROEM)
1 O -2.992 1.754 1.306
2 C -2.853 0.699 0.756
3 N -1.738 0.153 0.138
4 C -2.083 -1.072 -0.343
5 N -3.313 -1.368 -0.091
6 O -3.817 -0.257 0.603
7 H -0.865 0.624 0.087
8 H -1.408 -1.727 -0.882
9 N 3.239 -0.751 2.062
10 C 2.554 -0.945 1.141
11 C 1.654 -1.228 0.058
12 C 1.170 -0.314 -0.783
13 C 1.461 1.160 -0.830
14 O 2.583 1.587 -0.104
15 H 1.350 -2.265 -0.026
16 H 0.446 -0.651 -1.536
17 H 1.661 1.438 -1.883
18 H 0.559 1.719 -0.533
19 H 2.391 1.444 0.860

Forces on the atoms, in the same order (eV/Å):
O 0.1 -0.3 -0.2
C -0.1 0.0 0.0
N -0.6 0.1 0.2
C -0.5 -0.3 0.0
N 0.7 0.1 -0.2
O -0.1 0.2 0.1
H 0.4 0.1 0.0
H -0.3 0.1 0.2
N -1.1 -0.3 -1.5
C 1.1 0.3 1.5
C -0.1 0.1 -0.1
C -0.1 -0.1 -0.2
C 0.3 0.1 -0.5
O -0.6 -0.3 1.4
H 0.0 0.1 0.0
H 0.4 0.1 0.2
H -0.2 -0.1 0.4
H 0.1 0.1 -0.1
H 0.5 0.3 -1.2

Summary:
Total charge = 0
Strongest force on any atom = 1.89 eV Å⁻¹
Molecular weight = 169.14 g mol⁻¹
HOMO-LUMO gap = 9.97 eV
Energy = -622.7492 a.u.
Structure (SMILES) = O=c1[nH]cno1.N#C/C=C\CO
Energy relative to the best compared isomer or geometry (same formula, charge and spin) = 108.5 kJ/mol

The evaluated HOMO energy for the records listed, in turn: -7.559, -10.266 eV.
The evaluated LUMO energy for the records listed, in turn: -0.14, -0.29 eV.